# 1
Here is 2 unconnected molecules or ions with the total composition C12H14ClP in a non-equilibrium geometry from the Open Molecules 2025 dataset. Energies are from ωB97M-V/def2-TZVPD.

Calculated values
- Spin multiplicity: 1
- Highest occupied orbital energy: -8.768 eV
- HOMO-LUMO gap: 0.3435 Eh
- Electronic energy: -34479.175 eV

Positions of all 28 atoms, in Å:
C: -2.19603 1.80272 1.27458
C: -3.20686 1.41333 0.72985
C: 1.56505 2.56849 2.62250
C: 0.86628 3.55325 1.99238
C: 0.98602 1.33622 3.05832
C: -0.38624 3.27629 1.48570
C: -0.22617 1.03402 2.55822
C: -0.90892 1.97106 1.82942
C: 0.31354 0.07439 -1.08487
C: -0.20625 -2.03509 0.24220
C: -0.54456 -2.05030 -2.35726
C: -0.46439 -1.23470 -0.99852
P: -2.18060 -1.28622 -1.86805
Cl: -3.25145 -2.92117 -1.16033
H: 2.64850 2.79167 2.81694
H: 1.37248 4.46218 1.73437
H: 1.56170 0.48469 3.37908
H: -1.00401 3.86664 0.86653
H: -0.54255 0.09262 2.92317
H: 1.10441 0.14868 -1.93970
H: -0.32480 0.94201 -1.32432
H: 0.65953 0.29989 -0.09208
H: 0.90791 -2.19262 0.40765
H: -0.65394 -3.07768 0.28428
H: -0.58321 -1.45340 1.10060
H: -4.11511 0.97489 0.43461
H: -0.10294 -1.69395 -3.27001
H: -0.39660 -3.16937 -2.17396

***

# 2
Here is 2 unconnected molecules or ions with the total composition C6H10O in a non-equilibrium geometry from the Open Molecules 2025 dataset. Energies are from ωB97M-V/def2-TZVPD.

Calculated values
- Spin multiplicity: 1
- Highest occupied orbital energy: -7.703 eV
- HOMO-LUMO gap: 0.2789 Eh
- Electronic energy: -8427.329 eV

Positions of all 17 atoms, in Å:
C: -1.94532 -1.83733 -0.96370
C: -3.15877 -1.66488 -0.38074
C: 0.25880 -1.09902 -1.77635
C: -0.80001 -0.96364 -0.90252
C: -0.91397 0.29928 -0.08434
C: 0.00092 0.46478 0.88982
H: -1.88866 -2.54327 -1.81234
H: -4.05124 -1.92328 -0.95933
H: -3.18837 -1.26664 0.61481
H: 1.25251 -0.96738 -1.36902
H: 0.10805 -1.26470 -2.83714
H: -1.91669 0.70519 -0.02915
H: -0.06188 1.22421 1.67372
H: 0.73841 -0.31158 1.08014
H: 4.41792 3.83856 2.24149
H: 5.90971 3.94577 2.12953
O: 5.23859 3.36392 2.48512

***

# 3
Here is 2 unconnected molecules or ions with the total composition C2H8NO in a non-equilibrium geometry from the Open Molecules 2025 dataset. Energies are from ωB97M-V/def2-TZVPD.

Calculated values
- Charge: +1
- Spin multiplicity: 1
- Highest occupied orbital energy: -13.244 eV
- HOMO-LUMO gap: 0.3364 Eh
- Electronic energy: -5733.003 eV

Positions of all 12 atoms, in Å:
N: -0.87988 1.84833 -0.01524
H: -1.86200 1.65498 -0.23670
H: -0.63519 2.49117 0.73424
H: -0.56628 2.34112 -0.85766
H: -0.36141 0.96334 0.02594
C: -0.34283 -1.42192 0.38494
C: 0.97878 -1.39987 0.29323
O: 1.61294 -0.51283 -0.52742
H: -0.95181 -2.30887 0.48926
H: -0.90966 -0.66249 -0.14718
H: 1.63215 -2.02062 0.90182
H: 2.28520 -0.97234 -1.04523

***

# 4
Here is C4H7NO2 in the gas phase in a non-equilibrium geometry from the Open Molecules 2025 dataset. Energies are from ωB97M-V/def2-TZVPD.

Calculated values
- Spin multiplicity: 1
- Highest occupied orbital energy: -9.505 eV
- HOMO-LUMO gap: 0.3740 Eh
- Electronic energy: -9844.418 eV

Positions of all 14 atoms, in Å:
C: -1.33703 -0.97244 -0.95766
N: -0.15850 -0.50285 -0.36096
C: 0.91280 0.15071 -1.30958
C: -0.28854 0.42243 0.84286
C: 0.70323 -0.00609 2.06495
O: 1.81253 -0.40534 1.72982
O: -2.41822 -0.80586 -0.36704
H: -1.18861 -1.06671 -2.07459
H: 1.61478 0.54111 -0.66197
H: 0.27046 0.96841 -1.75714
H: 1.24569 -0.58621 -2.12671
H: -0.11686 1.52681 0.61771
H: -1.37632 0.44048 1.30339
H: 0.32459 0.29556 3.05693